[1]
Below is 2 unconnected molecules or ions with the total composition C13H15N, with properties calculated with ωB97M-V with the def2-TZVPD basis set.

**SMILES string**: CC1(C)C=C1C#N.Cc1ccccc1
**LUMO energy**: 0.37 eV
**HOMO**: -9.1 eV
**Calculated total energy**: -15211.7658 eV
**Energy above the lowest of the compared OMol25 structures with the same formula, charge and spin**: 305.25 kJ/mol

Geometry as XYZ:
```
29
Properties=species:S:1:pos:R:3:forces:R:3:lowdin_charge:R:1
N -0.2921 2.8566 -1.6416 -0.025 0.050 -0.001 0.18
C -1.6547 -1.6599 -0.5665 -0.020 -0.122 0.054 -0.11
C -2.4632 0.1930 -1.8452 -0.018 -0.042 -0.102 -0.09
C -2.5485 0.2762 0.5612 -0.032 0.007 -0.034 -0.29
C -1.9745 -0.9900 0.5985 -0.096 -0.077 0.009 -0.08
C -1.8947 -1.0667 -1.7957 0.002 -0.032 -0.095 -0.10
C 1.9537 -1.0830 -0.9414 -0.090 0.050 0.039 -0.03
C 0.9681 0.4233 0.9249 -0.093 0.957 -1.348 0.11
C 2.0045 0.1845 -0.1176 -0.011 0.188 -0.150 -0.45
C -2.9021 0.9800 1.8368 -0.023 -0.036 -0.019 -0.05
C 3.3958 0.7603 0.0488 -0.143 -0.048 0.045 -0.04
C -2.7900 0.8575 -0.6750 -0.048 -0.065 0.093 -0.07
C 0.8216 1.1440 -0.1635 0.927 -1.756 1.663 -0.13
C 0.1761 2.0695 -0.9441 -0.505 0.965 -0.668 -0.18
H 0.6047 0.1795 1.8931 -0.222 -0.117 0.456 0.11
H -1.7905 -1.4597 1.5551 0.032 -0.054 0.115 0.11
H -1.6417 -1.5878 -2.7075 0.015 -0.030 -0.084 0.10
H 2.4071 -1.9076 -0.3914 0.079 -0.095 -0.001 0.08
H 3.3756 1.6556 0.6657 0.022 0.059 0.042 0.08
H -3.2328 1.8410 -0.7267 -0.017 0.128 0.010 0.11
H -3.6800 0.4307 2.3675 -0.037 0.036 0.079 0.08
H 2.5019 -0.9533 -1.8731 0.059 -0.024 -0.092 0.08
H -2.0357 1.0446 2.4938 0.034 0.048 0.093 0.07
H 0.9249 -1.3482 -1.1768 0.018 -0.024 -0.005 0.06
H -2.6517 0.6662 -2.7965 0.006 0.055 -0.102 0.11
H 4.0541 0.0293 0.5168 0.105 -0.051 0.031 0.08
H 3.8147 1.0190 -0.9228 0.075 0.011 -0.069 0.08
H -3.2622 1.9860 1.6395 -0.028 0.082 0.042 0.08
H -1.2199 -2.6485 -0.5159 0.036 -0.062 -0.002 0.10
```
Forces are in eV/Å.

[2]
Below is C13H15N3O3 in the gas phase, with properties calculated with ωB97M-V with the def2-TZVPD basis set.

**SMILES string**: NCC(=O)N[C@@H](Cc1c[nH]c2ccccc12)C(=O)O
**LUMO energy**: 0.52 eV
**HOMO**: -8.3 eV
**Calculated total energy**: -24333.6756 eV
**Energy above the lowest of the compared OMol25 structures with the same formula, charge and spin**: 498.13 kJ/mol

Geometry as XYZ:
```
34
Properties=species:S:1:pos:R:3:forces:R:3:lowdin_charge:R:1
O 2.4986 -0.2656 3.4934 -1.166 5.126 1.092 0.03
O 1.5560 1.8468 3.2136 0.108 -4.639 0.129 0.03
O 1.9842 2.4633 0.6521 -3.268 0.372 1.301 0.01
N -0.1893 -1.0476 -2.7358 1.978 4.918 -2.118 0.06
N -0.0181 1.3121 1.0468 1.488 -0.744 1.987 0.10
N 0.7648 4.7832 -0.2984 3.948 1.416 -2.981 -0.08
C -0.0328 3.6930 0.0945 -0.557 -0.137 2.076 -0.28
C -2.7460 -3.4408 -1.7100 -1.191 -0.712 -1.577 -0.13
C -2.3612 -3.5968 -0.3954 -2.299 -0.325 2.516 -0.14
C 1.5701 0.6237 2.8997 1.171 3.125 -0.605 -0.40
C -0.5016 -2.1119 -0.8221 1.427 0.183 2.911 -0.12
C -0.8458 -2.0148 -2.1302 -4.788 -1.731 -1.347 -0.27
C -2.0904 -2.6362 -2.5863 3.176 -0.227 3.027 0.01
C 0.5149 -1.0586 -0.6009 1.216 -0.285 1.506 -0.13
C 0.6086 -0.3485 -1.7646 -1.664 -3.258 -0.373 -0.02
C 1.4467 -0.8087 0.6591 -1.302 3.602 -0.994 -0.04
C 0.7379 2.5316 0.8217 1.788 -2.943 -3.818 -0.36
C 0.6837 0.1061 1.7267 0.838 0.837 -0.225 -0.18
C -1.2592 -2.9476 0.0676 -0.153 0.272 0.125 -0.04
H 1.6347 4.7954 0.3501 -1.539 0.143 -2.076 0.10
H -1.0181 1.2567 1.2424 0.498 0.916 -0.235 0.13
H -3.6058 -4.0071 -2.0844 0.098 0.408 0.199 0.11
H -2.3899 -2.5780 -3.5461 -0.966 0.406 -3.122 0.07
H 1.7562 -1.6367 1.2497 0.517 -1.049 -0.249 0.09
H 0.0929 -0.6099 2.3131 -1.252 0.576 -0.620 0.14
H -0.4353 -0.4824 -3.6253 0.203 -2.023 2.145 0.20
H -3.2025 -3.9722 0.3938 2.489 0.377 -2.012 0.15
H -0.5514 3.4284 -0.8069 -0.669 -1.148 0.086 0.10
H 1.1437 0.4751 -2.1012 1.095 1.214 -0.130 0.10
H 1.0949 4.7650 -1.4999 -0.931 -0.302 5.250 0.19
H -0.7354 4.0718 0.8628 -0.263 -0.219 -0.452 0.11
H 2.2865 -0.1010 0.3502 -0.725 -1.505 0.156 0.13
H 2.8439 0.5571 4.1246 -0.460 -3.259 -1.654 0.20
H -1.2359 -3.0447 1.1458 1.153 0.614 0.083 0.10
```
Forces are in eV/Å.